Record 1
Computed, not measured: a 2-piece molecular cluster, C30H45F6OSi4 overall at a distorted geometry, with ωB97M-V with the def2-TZVPD basis set.

The geometry in XYZ format:
```
86
Properties=species:S:1:pos:R:3:mulliken_charge:R:1
C 0.74 0.16 -0.22 1.04
Si 0.90 0.17 1.67 0.14
C -0.45 -0.44 2.75 -1.08
C 2.44 -0.84 2.02 -1.25
Si -1.37 2.08 0.33 0.51
Si -0.23 3.10 -1.50 0.65
C -0.91 2.31 -3.06 -0.90
C -0.63 4.91 -1.25 -1.20
C 1.70 3.00 -1.53 -1.23
Si -3.65 1.74 0.32 0.78
C -4.19 0.80 -1.22 -1.05
C -4.09 0.88 1.93 -1.11
C -4.12 3.56 0.31 -1.10
O -1.03 2.86 1.86 -0.39
C 0.15 2.79 2.47 0.02
C 1.21 2.02 1.79 3.46
C 2.61 2.42 2.29 -1.30
C 2.78 3.92 2.62 -1.05
C 1.53 4.79 2.78 -0.51
C 0.40 3.96 3.37 -1.07
H 1.55 -0.47 -0.56 0.44
H -0.19 -0.20 -0.64 -0.32
H 0.94 1.08 -0.77 -1.51
H -0.11 -1.41 3.15 0.51
H -0.54 0.25 3.60 0.50
H -1.43 -0.55 2.25 0.13
H 2.39 -1.78 1.44 0.28
H 3.34 -0.28 1.74 0.38
H 2.45 -1.06 3.09 0.37
H -0.57 2.93 -3.89 0.46
H -0.54 1.28 -3.22 0.09
H -2.01 2.28 -3.07 0.27
H 0.05 5.47 -1.90 0.44
H -1.67 5.13 -1.53 0.38
H -0.46 5.21 -0.20 0.29
H 2.01 3.66 -2.35 0.57
H 2.14 3.40 -0.60 0.22
H 2.16 2.02 -1.73 0.34
H -5.28 0.68 -1.20 0.43
H -3.92 1.34 -2.14 0.31
H -3.73 -0.20 -1.25 0.26
H -5.17 1.00 2.13 0.43
H -3.87 -0.20 1.89 0.30
H -3.53 1.32 2.77 0.31
H -5.22 3.63 0.25 0.47
H -3.79 4.04 1.24 0.27
H -3.68 4.09 -0.54 0.26
H 1.22 2.33 0.72 -2.26
H 3.00 1.81 3.13 0.42
H 3.26 2.21 1.44 0.41
H 3.35 3.97 3.55 0.46
H 3.49 4.38 1.92 0.36
H 1.79 5.59 3.48 0.41
H 1.23 5.29 1.85 0.24
H -0.48 4.61 3.47 0.38
H 0.74 3.61 4.34 0.39
F 2.58 -3.23 -6.12 -0.28
C 1.31 -2.78 -5.87 0.80
F 1.13 -1.68 -6.67 -0.26
F 0.45 -3.75 -6.31 -0.25
C 1.11 -2.44 -4.41 0.33
C -0.05 -1.78 -4.01 -1.09
C -0.31 -1.62 -2.65 -0.40
C 0.51 -2.25 -1.68 -0.66
C 0.14 -2.43 -0.30 0.37
C 0.29 -3.71 0.30 0.49
C 0.61 -4.84 -0.50 -0.51
C 0.59 -6.12 0.00 -1.48
C 0.27 -6.32 1.34 0.38
C 0.13 -7.72 1.81 0.81
F -0.26 -7.81 3.11 -0.28
F -0.81 -8.37 1.05 -0.26
F 1.28 -8.45 1.69 -0.25
C 0.04 -5.24 2.19 -1.03
C 0.07 -3.96 1.69 -0.13
C 1.80 -2.65 -2.11 -0.57
C 2.08 -2.80 -3.47 -0.59
H -0.76 -1.44 -4.76 0.46
H -1.22 -1.12 -2.35 0.78
H -0.57 -1.79 0.22 1.15
H 0.83 -4.71 -1.56 0.35
H 0.81 -6.95 -0.66 0.43
H -0.19 -5.41 3.24 0.48
H -0.09 -3.11 2.36 0.03
H 2.54 -2.96 -1.36 0.57
H 3.02 -3.25 -3.79 0.51
```

Summary:
Gap between HOMO and LUMO = 2.8 eV
Spin multiplicity = 1
Energy above the lowest of the compared OMol25 structures with the same formula, charge and spin = 0.253 eV
LUMO level = -5.40 eV
E_tot = -81695.605 eV
Total charge = +1

---

Record 2
Computed, not measured: one molecule with the formula C5H10N2 at a distorted geometry, with ωB97M-V with the def2-TZVPD basis set.

The geometry in XYZ format:
```
17
Properties=species:S:1:pos:R:3:mulliken_charge:R:1
C -2.04 -0.62 0.16 -1.60
C -0.68 -0.26 -0.33 0.36
C 1.05 1.37 0.34 -0.71
C 1.56 0.05 -0.20 0.40
C 0.55 -0.88 0.35 -0.25
H -2.29 -1.61 -0.17 0.40
H -2.84 0.00 -0.14 0.40
H -2.16 -0.62 1.29 0.27
H -0.72 -0.42 -1.40 0.24
H -0.62 1.76 -0.78 0.26
H 0.98 1.45 1.43 0.30
H 1.59 2.24 -0.09 0.31
H 1.54 0.12 -1.32 0.18
H 2.20 -1.70 -0.76 0.31
H 0.36 -0.84 1.46 0.25
N -0.44 1.18 0.00 -0.50
N 1.99 -1.22 0.16 -0.61
```

Summary:
Gap between HOMO and LUMO = 9.5 eV
Spin multiplicity = 1
Energy above the lowest of the compared OMol25 structures with the same formula, charge and spin = 4.447 eV
LUMO level = 0.93 eV
E_tot = -8322.887 eV
SMILES = C[C@H]1NC[C@H]2N[C@H]12
Total charge = 0

---

Record 3
Computed, not measured: an isolated ion of composition C3Cl3O and charge +1 at a distorted geometry, with ωB97M-V with the def2-TZVPD basis set.

The geometry in XYZ format:
```
7
Properties=species:S:1:pos:R:3:mulliken_charge:R:1
C -0.68 -0.17 0.77 0.63
C 1.14 -0.31 -0.83 -0.10
C -0.17 0.31 -0.50 0.50
O 0.21 -0.41 -1.65 -0.01
Cl -0.50 -1.77 1.16 0.04
Cl -1.11 0.99 1.75 0.05
Cl -0.42 2.07 -0.81 -0.10
```

Summary:
Gap between HOMO and LUMO = 8.3 eV
Spin multiplicity = 1
Energy above the lowest of the compared OMol25 structures with the same formula, charge and spin = 2.179 eV
LUMO level = -7.42 eV
E_tot = -42712.234 eV
Total charge = +1

---

Record 4
Computed, not measured: C37H43ClFeN7O3SeSi as an isolated structure, with ωB97M-V with the def2-TZVPD basis set.

The geometry in XYZ format:
```
94
Properties=species:S:1:pos:R:3:mulliken_spin:R:1
Fe 0.09 0.18 -0.08 3.76
O 4.06 1.05 1.06 0.01
C 2.84 0.94 0.85 0.01
N 2.03 -0.10 0.82 0.05
C 2.40 -1.41 1.15 0.02
C 3.67 -1.84 1.52 0.00
C 3.88 -3.18 1.87 0.00
C 2.83 -4.08 1.83 0.00
C 1.56 -3.66 1.46 0.00
C 1.32 -2.33 1.12 0.00
N 0.09 -1.77 0.74 0.03
C -1.08 -2.33 1.03 0.01
O -1.36 -3.45 1.47 0.01
C -2.24 -1.38 0.82 -0.02
C -3.53 -1.86 0.67 0.00
C -4.57 -0.97 0.53 0.00
C -4.30 0.39 0.57 0.00
C -2.99 0.79 0.71 0.01
N -1.97 -0.07 0.84 0.03
C 2.10 2.24 0.57 0.00
C 2.80 3.42 0.36 0.00
C 2.10 4.58 0.09 0.00
C 0.72 4.55 0.06 0.00
C 0.09 3.33 0.30 0.00
N 0.77 2.21 0.55 0.02
H 4.48 -1.13 1.55 0.00
H 4.88 -3.50 2.16 0.00
H 3.00 -5.12 2.10 0.00
H 0.73 -4.35 1.45 0.00
H -3.67 -2.94 0.67 0.00
H -5.59 -1.32 0.39 0.00
H -5.08 1.14 0.47 0.00
H -2.73 1.84 0.73 0.00
H 3.88 3.37 0.40 0.00
H 2.63 5.51 -0.10 0.00
H 0.12 5.43 -0.15 0.00
H -0.99 3.25 0.29 0.00
C 0.43 0.71 -5.70 0.00
C 1.38 -0.25 -6.45 0.00
C 1.10 -0.07 -7.95 0.00
C 0.99 -1.68 -6.05 0.00
C 2.90 0.04 -6.14 0.00
O 3.19 1.43 -6.31 0.00
C 3.83 -0.66 -7.13 0.00
C 5.35 -0.56 -6.89 0.00
C 5.95 -1.54 -5.90 0.00
C 5.77 -2.91 -6.06 0.00
C 6.32 -3.82 -5.18 0.00
C 7.08 -3.36 -4.11 0.00
Cl 7.77 -4.50 -2.99 0.00
C 7.28 -2.00 -3.92 0.00
C 6.72 -1.11 -4.82 0.00
C 3.30 -0.38 -4.73 0.00
N 2.50 0.23 -3.66 0.00
C 1.88 -0.36 -2.65 0.02
N 1.29 0.55 -1.91 -0.01
C 1.62 1.72 -2.51 0.01
N 2.36 1.57 -3.58 0.00
H -0.57 0.60 -6.11 0.00
H 0.73 1.75 -5.84 0.00
H 0.35 0.50 -4.63 0.00
H 0.01 -0.10 -8.12 0.00
H 1.54 -0.85 -8.57 0.00
H 1.47 0.90 -8.30 0.00
H -0.06 -1.85 -6.29 0.00
H 1.10 -1.85 -4.97 0.00
H 1.57 -2.44 -6.58 0.00
H 2.89 1.90 -5.52 0.00
H 3.64 -0.19 -8.09 0.00
H 3.55 -1.71 -7.23 0.00
H 5.59 0.47 -6.60 0.00
H 5.83 -0.73 -7.85 0.00
H 5.19 -3.28 -6.90 0.00
H 6.17 -4.89 -5.31 0.00
H 7.86 -1.66 -3.07 0.00
H 6.87 -0.04 -4.67 0.00
H 4.33 -0.11 -4.56 0.00
H 3.21 -1.46 -4.61 0.00
H 1.84 -1.43 -2.49 0.00
H 1.26 2.69 -2.17 0.00
C -4.73 1.85 -3.10 0.00
Si -2.88 2.17 -3.05 0.01
C -2.42 2.76 -4.77 0.00
C -2.65 3.67 -1.93 0.00
Se -1.71 0.38 -2.48 0.03
H -5.27 2.70 -3.55 0.00
H -5.13 1.69 -2.09 0.00
H -4.94 0.95 -3.69 0.00
H -3.03 3.63 -5.07 0.00
H -2.58 1.95 -5.50 0.00
H -1.36 3.05 -4.81 0.00
H -3.21 4.53 -2.33 0.00
H -1.59 3.95 -1.87 0.00
H -3.02 3.47 -0.92 0.00
```

Summary:
Gap between HOMO and LUMO (spin up / spin down) = 6.6 / 6.7 eV
Spin multiplicity = 5
Energy above the lowest of the compared OMol25 structures with the same formula, charge and spin = 0.286 eV
Expectation value of S² = 6.011
LUMO level (spin up / spin down) = 2.26 / 2.26 eV
E_tot = -175781.089 eV
Total charge = -1

---

Record 5
Computed, not measured: C29H33N6O3PS2W as an isolated structure at a distorted geometry, with ωB97M-V with the def2-TZVPD basis set.

The geometry in XYZ format:
```
75
Properties=species:S:1:pos:R:3:mulliken_spin:R:1
W 1.61 -0.87 -0.16 1.90
S 0.54 -2.99 0.02 -0.11
C 0.97 -3.56 1.65 0.05
C 0.54 -4.82 2.05 0.00
C 0.85 -5.31 3.31 0.01
C 1.60 -4.53 4.18 -0.01
C 2.01 -3.27 3.80 0.02
C 1.70 -2.77 2.54 0.00
S 2.22 -1.13 2.15 0.01
H -0.04 -5.42 1.36 0.00
H 0.50 -6.29 3.60 0.00
H 1.86 -4.91 5.16 0.00
H 2.58 -2.64 4.46 0.00
N 3.24 -1.56 -0.92 -0.13
C 4.35 -1.66 -1.35 0.16
C 5.59 -1.78 -1.85 0.01
C 6.70 -1.87 -0.99 0.01
N 7.62 -1.93 -0.31 0.00
C 5.81 -1.77 -3.23 0.01
N 6.01 -1.73 -4.37 0.00
O 0.95 1.62 -1.36 0.02
C 1.80 1.86 -0.46 0.00
O 2.63 0.97 -0.10 0.00
C 1.88 3.15 0.27 -0.01
C 2.44 3.10 1.55 0.00
C 2.53 4.24 2.32 0.00
C 2.04 5.44 1.83 0.00
C 1.50 5.50 0.55 0.00
C 1.42 4.36 -0.23 0.00
H 2.80 2.15 1.92 0.00
H 2.98 4.20 3.30 0.00
H 2.09 6.33 2.44 0.00
H 1.14 6.45 0.16 0.00
H 1.02 4.42 -1.23 0.00
O -0.03 0.23 0.55 -0.01
P -1.23 -0.01 -0.33 0.02
N -2.28 -0.99 0.51 0.00
C -1.93 -1.40 1.87 0.00
C -2.76 -0.47 2.74 0.00
C -4.09 -0.40 1.98 0.00
C -3.71 -0.75 0.52 0.00
N -2.08 1.34 -0.79 0.00
C -2.07 1.87 -2.15 0.00
C -2.71 3.25 -1.99 0.00
C -2.15 3.71 -0.64 0.00
C -2.19 2.43 0.19 0.00
N -0.93 -0.91 -1.70 0.01
C 0.17 -0.80 -2.66 0.04
C -0.18 -1.82 -3.73 0.01
C -1.70 -1.71 -3.79 0.00
C -2.07 -1.61 -2.31 0.01
H -0.85 -1.30 2.04 0.00
H -2.22 -2.44 2.01 0.00
H -2.27 0.50 2.79 0.00
H -2.89 -0.85 3.76 0.00
H -4.55 0.59 2.04 0.00
H -4.79 -1.12 2.38 0.00
H -3.96 0.05 -0.18 0.00
H -4.23 -1.66 0.20 0.00
H -2.65 1.22 -2.81 0.00
H -1.06 1.97 -2.54 0.00
H -3.79 3.16 -1.94 0.00
H -2.45 3.92 -2.81 0.00
H -2.73 4.51 -0.19 0.00
H -1.12 4.04 -0.76 0.00
H -3.14 2.33 0.73 0.00
H -1.37 2.38 0.91 0.00
H 1.16 -1.03 -2.16 -0.02
H 0.23 0.21 -3.09 0.00
H 0.11 -2.82 -3.41 0.00
H 0.30 -1.60 -4.68 0.00
H -2.17 -2.56 -4.27 0.00
H -1.98 -0.80 -4.31 0.00
H -2.17 -2.60 -1.86 0.00
H -2.99 -1.05 -2.15 0.00
```

Summary:
Gap between HOMO and LUMO (spin up / spin down) = 6.3 / 7.0 eV
Spin multiplicity = 3
Energy above the lowest of the compared OMol25 structures with the same formula, charge and spin = 1.931 eV
Expectation value of S² = 2.028
LUMO level (spin up / spin down) = -1.36 / -1.01 eV
E_tot = -78479.219 eV
Total charge = 0

---

Record 6
Computed, not measured: C2H2NO2S as an isolated structure at a distorted geometry, with ωB97M-V with the def2-TZVPD basis set.

The geometry in XYZ format:
```
8
Properties=species:S:1:pos:R:3:mulliken_charge:R:1
C -0.37 0.14 -0.76 0.10
C 1.94 0.96 1.00 -0.46
N 0.61 0.61 -0.26 -0.25
O -1.76 -1.95 -0.46 -0.55
O -3.10 -0.08 -1.25 -0.58
S -2.10 -0.56 -0.30 0.59
H 2.93 0.90 0.58 0.06
H 1.84 -0.02 1.44 0.09
```

Summary:
Gap between HOMO and LUMO = 7.8 eV
Spin multiplicity = 1
Energy above the lowest of the compared OMol25 structures with the same formula, charge and spin = 5.054 eV
LUMO level = 3.80 eV
E_tot = -18523.375 eV
Total charge = -1

---

Record 7
Computed, not measured: a 2-piece molecular cluster, C2H4 overall, with ωB97M-V with the def2-TZVPD basis set.

The geometry in XYZ format:
```
6
Properties=species:S:1:pos:R:3:mulliken_charge:R:1
C -0.83 -1.49 1.16 -0.19
C 0.43 0.62 -0.83 -0.90
H -0.93 -1.14 2.21 0.18
H 1.35 0.47 -0.32 0.30
H -0.33 1.21 -0.36 0.33
H 0.31 0.33 -1.86 0.27
```

Summary:
Gap between HOMO and LUMO (spin up / spin down) = 8.0 / 7.9 eV
Spin multiplicity = 1
Energy above the lowest of the compared OMol25 structures with the same formula, charge and spin = 7.399 eV
LUMO level (spin up / spin down) = -0.71 / -1.39 eV
E_tot = -2130.502 eV
Total charge = 0

---

Record 8
Computed, not measured: one molecule with the formula C5H7N at a distorted geometry, with ωB97M-V with the def2-TZVPD basis set.

The geometry in XYZ format:
```
13
Properties=species:S:1:pos:R:3:mulliken_charge:R:1
C -0.67 0.64 0.66 -0.13
C 1.97 -0.06 -0.10 0.28
C -1.41 1.24 -0.28 -0.74
C -0.34 -0.81 0.49 -0.61
C 0.78 -0.81 -0.50 -0.45
N 2.83 0.53 0.36 -0.40
H -1.83 0.62 -0.98 0.29
H -1.71 2.31 -0.32 0.25
H 0.09 -1.19 1.46 0.28
H -1.07 -1.40 0.02 0.30
H 0.32 -0.48 -1.45 0.26
H 1.23 -1.78 -0.83 0.30
H -0.21 1.18 1.46 0.37
```

Summary:
Gap between HOMO and LUMO = 11.0 eV
Spin multiplicity = 1
Energy above the lowest of the compared OMol25 structures with the same formula, charge and spin = 1.550 eV
LUMO level = 0.89 eV
E_tot = -6786.963 eV
SMILES = C=CCCC#N
Total charge = 0